{"formula": "C9H17NS2", "method": "the ωB97M-V functional and the def2-TZVPD basis", "elements": ["C", "C", "C", "C", "C", "C", "C", "C", "C", "N", "S", "S", "H", "H", "H", "H", "H", "H", "H", "H", "H", "H", "H", "H", "H", "H", "H", "H", "H"], "xyz": [[-0.86, 0.36, 0.85], [3.87, -0.15, 0.09], [3.19, -1.45, 0.22], [3.06, 0.84, -0.73], [0.62, -0.07, -0.04], [-3.34, 0.34, 0.97], [-2.25, 1.15, -1.13], [-1.95, -1.40, -0.48], [-2.04, 0.08, 0.04], [-0.64, 0.95, 1.90], [1.45, -1.44, 0.95], [1.51, 1.48, -0.10], [4.08, 0.12, 1.20], [4.88, -0.18, -0.36], [3.10, -2.09, -0.73], [3.62, -2.05, 1.03], [3.76, 1.62, -1.10], [2.77, 0.43, -1.66], [0.50, -0.40, -1.11], [-3.59, -0.44, 1.77], [-3.29, 1.27, 1.39], [-4.28, 0.47, 0.49], [-1.41, 1.54, -1.61], [-2.97, 0.72, -1.83], [-2.69, 2.01, -0.70], [-1.32, -1.48, -1.25], [-1.43, -2.00, 0.27], [-2.97, -1.66, -0.70], [-1.39, 1.41, 2.39]], "lowdin_charge": [-0.409, -0.336, -0.507, -0.527, -0.785, -0.046, -0.002, -0.026, -0.469, 0.167, 0.812, 0.846, 0.147, 0.118, 0.100, 0.056, 0.089, 0.046, 0.069, 0.112, 0.028, 0.059, 0.047, 0.088, 0.063, 0.027, 0.077, 0.087, 0.070], "homo_energy_ev": -8.230, "smiles": "[H]/N=C(/C1SCCCS1)C(C)(C)C", "orbital_gap_ha": 0.3296, "max_force_ev_per_a": 4.44}

---

{"formula": "C12H28BFN2O9PS2", "method": "the ωB97M-V functional and the def2-TZVPD basis", "elements": ["C", "C", "O", "B", "O", "C", "O", "C", "C", "S", "S", "C", "O", "O", "N", "C", "P", "N", "O", "O", "C", "C", "C", "F", "H", "H", "H", "H", "H", "H", "H", "H", "H", "H", "H", "H", "H", "H", "H", "H", "H", "H", "H", "H", "H", "H", "H", "H", "O", "C", "C", "O", "H", "H", "H", "H"], "xyz": [[-2.81, 0.11, -3.56], [-2.16, 1.50, -2.89], [-2.74, 1.65, -1.55], [-1.73, 1.32, -0.48], [-1.53, 2.42, 0.52], [-0.94, -0.10, -0.35], [-1.90, -0.85, 0.51], [-1.52, -2.22, 0.73], [0.13, -2.50, 0.80], [0.50, -3.23, -0.93], [0.25, -4.02, 1.82], [1.52, -5.23, 1.04], [0.55, -3.92, 3.31], [-1.07, -4.90, 1.73], [0.95, -1.26, 1.16], [0.48, -0.81, 2.56], [2.70, -1.55, 1.31], [3.16, -2.76, 2.28], [3.47, -1.95, -0.24], [3.60, -0.23, 2.08], [0.62, -0.15, 0.11], [1.45, 1.24, 0.24], [2.90, 1.29, -0.60], [1.62, 1.85, 1.58], [-3.74, 0.35, -4.23], [-1.93, -0.45, -4.11], [-3.16, -0.61, -2.68], [-0.99, 1.41, -2.82], [-2.52, 2.37, -3.60], [-1.06, 2.00, 1.33], [-1.07, -0.62, -1.42], [-2.05, -2.96, -0.03], [-1.97, -2.49, 1.80], [-0.63, -3.92, -1.40], [1.00, -5.86, 0.20], [2.46, -4.68, 0.62], [1.85, -5.98, 1.89], [1.36, -0.67, 3.31], [-0.29, -1.51, 3.07], [-0.13, 0.19, 2.35], [3.77, -2.45, 3.05], [4.29, -2.51, -0.04], [3.50, -0.28, 3.08], [1.18, -0.57, -0.87], [0.92, 2.16, -0.33], [3.82, 1.44, 0.14], [2.97, 2.24, -1.32], [3.06, 0.37, -1.31], [-1.59, 5.81, -2.62], [-2.34, 6.35, -1.65], [-2.19, 5.48, -0.31], [-2.95, 6.01, 0.65], [-3.43, 6.43, -1.84], [-2.10, 7.39, -1.35], [-1.10, 5.42, -0.12], [-2.41, 4.44, -0.61]], "lowdin_charge": [-0.101, -0.213, -0.046, -0.341, 0.061, -0.134, -0.147, -0.200, -0.685, 0.771, 0.699, -0.227, -0.403, -0.422, -0.298, -0.028, 0.682, -0.188, -0.315, -0.297, -0.176, -0.229, -0.082, -0.100, 0.080, 0.074, 0.085, 0.125, 0.149, 0.110, 0.151, 0.128, 0.151, -0.070, 0.064, 0.039, 0.096, 0.108, 0.113, 0.132, -0.011, 0.058, 0.046, 0.129, 0.160, 0.094, 0.090, 0.065, -0.185, -0.397, -0.388, -0.159, 0.098, 0.098, 0.102, 0.085], "homo_energy_ev": -1.574, "orbital_gap_ha": 0.0612, "max_force_ev_per_a": 9.01, "total_charge": -1}

---

{"formula": "C4H12O4", "method": "the ωB97M-V functional and the def2-TZVPD basis", "elements": ["O", "C", "O", "C", "C", "C", "H", "H", "H", "H", "H", "H", "H", "H", "H", "H", "O", "H", "H", "O"], "xyz": [[-0.49, 0.92, -2.47], [-0.33, -0.12, -1.88], [0.73, -0.83, -2.29], [-0.88, -0.61, -0.51], [-0.28, -1.85, 0.15], [0.04, -1.68, 1.66], [1.16, -1.40, -1.69], [-1.93, -0.74, -0.77], [-0.65, 0.26, 0.24], [-0.98, -2.65, 0.16], [0.58, -2.36, -0.39], [0.22, -0.66, 2.11], [0.83, -2.33, 1.83], [-0.66, -1.93, 2.44], [0.26, 3.27, -0.87], [-0.88, 2.86, -1.48], [-0.65, 3.09, -0.54], [1.43, 3.06, 1.49], [1.43, 1.54, 1.09], [1.06, 2.15, 1.72]], "lowdin_charge": [0.086, -0.476, 0.100, -0.081, -0.233, -0.097, 0.053, 0.124, 0.143, 0.096, 0.117, 0.087, 0.038, 0.067, 0.042, 0.035, -0.099, 0.070, 0.015, -0.088], "homo_energy_ev": -10.567, "smiles": "CCCC(=O)O.O.O", "orbital_gap_ha": 0.4030, "max_force_ev_per_a": 3.28}

---

{"formula": "C5H6N4OS2", "method": "the ωB97M-V functional and the def2-TZVPD basis", "elements": ["C", "C", "C", "C", "C", "N", "N", "N", "N", "O", "S", "S", "H", "H", "H", "H", "H", "H"], "xyz": [[1.31, -0.50, -1.47], [-1.99, 0.02, 0.19], [0.18, -1.64, 0.56], [0.92, -0.43, -0.02], [0.28, 0.98, 0.13], [1.15, 0.59, -2.04], [-1.83, -1.15, -0.39], [-0.95, -2.02, -0.24], [-1.12, 0.98, 0.30], [0.58, 1.51, -1.18], [-3.51, 0.08, 0.86], [1.26, 2.14, 1.21], [1.65, -1.36, -1.93], [0.90, -2.53, 0.79], [-0.07, -1.35, 1.65], [1.85, -0.53, 0.44], [-1.45, 1.90, 0.62], [0.84, 3.32, 0.53]], "lowdin_charge": [-0.086, -0.932, -0.177, -0.253, -0.711, 0.101, -0.014, 0.056, 0.069, -0.161, 0.681, 0.815, 0.113, 0.148, 0.158, 0.110, 0.143, -0.061], "homo_energy_ev": -8.707, "smiles": "S=C1N=NC[C@H]2C=NO[C@@]2(S)N1", "orbital_gap_ha": 0.2886, "max_force_ev_per_a": 3.98}

---

{"formula": "C3H11N2", "method": "the ωB97M-V functional and the def2-TZVPD basis", "elements": ["C", "N", "H", "H", "H", "H", "H", "H", "C", "C", "N", "H", "H", "H", "H", "H"], "xyz": [[-1.10, 0.33, -2.10], [0.24, 0.49, -1.45], [-1.71, 1.09, -1.64], [-1.53, -0.64, -1.82], [-1.02, 0.31, -3.18], [0.50, 1.40, -1.10], [0.15, -0.13, -0.48], [0.99, 0.03, -1.95], [-0.35, 0.35, 1.93], [1.31, -1.24, 1.35], [0.29, -0.61, 0.96], [-0.36, -0.16, 2.90], [0.29, 1.21, 2.08], [-1.37, 0.49, 1.60], [1.82, -1.85, 0.61], [1.86, -1.08, 2.28]], "lowdin_charge": [-0.031, 0.073, 0.099, 0.098, 0.096, 0.147, 0.091, 0.150, -0.066, 0.012, -0.124, 0.088, 0.092, 0.080, 0.090, 0.105], "homo_energy_ev": -14.887, "orbital_gap_ha": 0.4279, "max_force_ev_per_a": 2.50, "total_charge": 1}